12
Properties=species:S:1:pos:R:3:forces:R:3 method="wB97M-V/def2-TZVPD" orbital_gap_ha=0.353 multiplicity=1
Si -1.039 0.245 -2.047 -0.31 0.20 0.70
O 1.288 -1.481 -0.050 0.25 -0.27 0.63
N -2.117 0.150 -0.878 -0.01 -1.48 -2.58
C 1.168 -1.012 1.056 -0.70 1.99 -1.20
C 0.736 0.452 1.276 -0.88 -2.85 -1.05
H -0.878 -0.440 -3.328 -0.67 -0.40 -0.07
H -0.055 1.284 -2.086 0.87 0.66 0.09
H 1.116 -1.553 1.982 0.53 -1.18 0.61
H 0.593 0.847 0.261 0.02 0.54 0.77
H -0.205 0.169 1.793 -0.05 0.96 -0.33
H -1.946 0.381 0.046 0.12 0.94 1.86
H 1.338 0.958 1.975 0.82 0.89 0.57



19
Properties=species:S:1:pos:R:3:forces:R:3 method="wB97M-V/def2-TZVPD" orbital_gap_ha=0.337 multiplicity=1
Cl 3.246 -0.545 -0.385 1.03 -0.67 0.29
Si 1.433 0.357 -0.561 -3.14 -2.57 2.12
Si 1.752 2.282 0.567 -2.38 1.58 -0.54
N -0.026 -0.569 0.229 1.65 1.17 -2.54
C -0.930 -1.549 -0.466 -1.29 0.64 2.86
C -1.864 -0.823 -1.453 0.79 0.98 1.59
C -0.404 -0.285 1.587 0.15 -3.15 -0.32
H -1.408 0.085 1.738 -0.67 -0.38 -0.12
H 2.376 2.060 1.859 0.35 0.03 0.29
H 1.259 0.196 -1.953 -0.45 0.33 -1.34
H 0.247 2.847 0.773 1.79 -0.45 -0.09
H -0.155 -1.275 2.088 -0.94 1.32 0.50
H -2.845 -0.685 -1.007 0.03 0.77 0.08
H -1.543 -2.137 0.438 1.50 1.46 -2.44
H -2.049 -1.410 -2.292 -0.11 -1.03 -1.68
H 2.441 3.185 -0.409 0.07 -0.08 0.52
H 0.191 0.445 2.000 1.70 1.63 1.00
H -0.413 -2.292 -1.009 1.03 -0.84 -0.33
H -1.308 0.112 -1.742 -1.13 -0.75 0.15



58
Properties=species:S:1:pos:R:3:forces:R:3 method="wB97M-V/def2-TZVPD" orbital_gap_ha=0.320 multiplicity=1
Cl -3.780 2.784 -2.278 -0.09 0.15 -0.27
O -2.120 -0.184 2.488 -0.32 0.09 -0.15
O 3.487 0.344 1.017 -0.07 -0.29 0.35
O 0.678 2.483 -0.307 0.09 0.13 -0.26
N 3.555 1.233 -1.055 0.06 0.04 -0.38
N -0.473 1.941 1.559 -0.18 0.01 0.02
N 0.150 -1.070 -2.498 -0.01 -0.01 -0.07
C -0.848 0.081 3.033 0.44 0.23 0.24
C -4.054 0.885 -0.383 0.10 0.03 0.03
C 0.658 2.331 0.898 0.10 0.03 0.42
C -0.484 -2.781 -0.795 0.07 -0.02 -0.05
C 0.381 -2.940 0.282 -0.03 -0.02 -0.04
C 1.204 -0.383 -1.769 0.23 0.00 -0.33
C -3.271 1.917 -0.874 0.17 -0.07 0.33
C -2.346 -3.051 0.715 -0.09 -0.03 0.01
C -2.441 0.533 1.375 -0.02 0.10 -0.19
C -1.655 1.580 0.870 -0.22 -0.17 -0.16
C -1.477 -3.187 1.783 0.01 -0.05 0.06
C -3.635 0.205 0.742 0.16 0.06 0.09
C 1.895 2.589 1.745 0.25 0.04 -0.27
C -0.111 -3.135 1.562 0.05 -0.04 0.13
C 3.720 -0.032 -1.736 0.08 -0.30 -0.23
C -1.121 -0.383 -2.479 0.00 0.03 0.09
C 0.044 -2.489 -2.179 0.01 0.10 -0.13
C -1.854 -2.845 -0.561 0.04 -0.06 0.00
C 3.394 1.306 0.279 0.15 0.63 -0.13
C 2.504 -0.404 -2.583 0.01 0.08 0.49
C -2.089 2.276 -0.252 -0.25 -0.02 -0.13
C -0.544 1.578 2.960 -0.08 -0.35 0.26
C 3.114 2.701 0.829 -0.25 -0.21 0.15
H -0.978 0.630 -2.852 -0.06 0.08 0.00
H -1.861 -3.341 2.780 -0.04 -0.01 0.09
H 2.407 0.283 -3.425 -0.04 -0.03 -0.12
H 0.577 -3.255 2.387 0.05 -0.02 0.06
H 2.661 -1.403 -2.991 0.03 -0.03 -0.08
H -4.221 -0.599 1.156 -0.08 -0.11 0.05
H 1.749 3.503 2.326 -0.02 -0.05 0.07
H 1.382 -0.831 -0.782 -0.03 0.11 0.06
H -3.413 -3.111 0.876 -0.10 0.01 0.02
H 1.040 -2.926 -2.295 -0.04 -0.09 -0.02
H 2.080 1.753 2.420 -0.04 0.11 0.05
H 4.615 0.017 -2.367 -0.04 -0.08 0.11
H -1.578 -0.322 -1.481 -0.04 0.03 -0.03
H -1.368 2.134 3.424 0.14 -0.03 0.02
H -1.811 -0.899 -3.147 -0.13 0.00 -0.03
H 1.450 -2.928 0.122 0.10 0.03 -0.04
H 3.980 3.021 1.410 0.00 -0.04 -0.04
H -1.496 3.085 -0.642 0.00 0.03 -0.02
H -0.881 -0.275 4.065 0.04 0.04 -0.08
H 3.879 -0.777 -0.953 0.05 0.06 -0.14
H 0.377 1.810 3.485 -0.05 0.00 -0.05
H -4.976 0.619 -0.874 -0.09 -0.02 -0.07
H -2.541 -2.747 -1.390 -0.07 0.03 -0.11
H 0.903 0.652 -1.599 0.00 -0.13 0.05
H 2.929 3.414 0.027 0.05 0.01 0.04
H -0.616 -2.939 -2.928 0.07 -0.07 0.04
H 3.308 2.029 -1.623 -0.03 0.06 0.21
H -0.079 -0.478 2.481 -0.07 0.06 0.07



57
Properties=species:S:1:pos:R:3:forces:R:3 method="wB97M-V/def2-TZVPD" orbital_gap_ha="0.250 / 0.203" s2=0.76 multiplicity=2 charge=+1
Ir -0.311 0.115 0.543 -0.55 0.25 0.26
S 0.836 -0.633 2.393 0.22 0.05 -0.09
O 2.111 1.068 0.758 0.04 -0.12 -0.09
O -1.679 -1.232 1.076 0.26 -0.27 -0.07
N 0.114 1.974 -0.518 0.22 0.09 0.24
N 0.836 -1.194 -0.456 -0.05 0.09 0.04
N -1.417 1.481 1.621 0.15 -0.02 0.08
N -1.382 -0.077 -1.279 0.26 0.04 -0.12
N 2.971 -2.156 2.095 -0.01 -0.03 0.02
N 1.886 -1.808 0.140 0.01 -0.11 0.03
C -3.159 0.145 -2.834 0.01 0.00 0.01
C 4.849 0.652 -1.544 0.00 0.01 -0.02
C 4.303 1.179 -2.732 0.01 -0.02 0.01
C 4.138 0.611 -0.375 -0.02 -0.03 0.02
C 0.617 -1.341 -1.722 0.02 -0.01 0.02
C -3.246 -1.553 4.900 0.01 -0.01 -0.01
C -2.064 1.177 2.685 -0.17 -0.03 -0.11
C 2.255 1.608 -1.534 0.01 0.03 0.04
C -1.234 2.887 1.241 -0.03 0.01 0.03
C -2.539 -2.540 2.808 0.01 -0.03 -0.02
C 3.029 1.677 -2.709 -0.04 0.01 -0.02
C 1.006 2.274 -1.399 -0.18 -0.10 -0.14
C -2.889 -0.315 4.425 0.00 0.01 0.02
C -2.379 -0.448 -3.814 0.02 -0.01 0.02
C -0.640 -0.736 -2.198 0.01 -0.05 0.01
C -3.072 -2.666 4.073 0.00 0.02 0.00
C 1.507 -2.118 -2.626 0.01 0.02 -0.01
C -2.142 -1.291 2.321 -0.12 0.08 0.02
C 1.960 -1.584 1.432 -0.10 0.03 0.01
C -0.969 2.918 -0.249 -0.03 0.02 -0.03
C 2.797 1.077 -0.327 0.03 0.04 -0.10
C -2.619 0.311 -1.571 -0.04 -0.01 0.00
C -2.327 -0.160 3.146 -0.01 0.02 -0.01
C -1.112 -0.910 -3.489 -0.04 -0.01 -0.02
H 3.578 -2.795 1.611 0.01 0.01 -0.01
H -4.166 0.479 -3.037 0.00 0.00 0.00
H -0.374 3.287 1.783 0.02 -0.01 -0.02
H 4.571 0.223 0.538 0.00 0.00 0.00
H -2.483 1.992 3.277 0.00 0.00 -0.01
H 2.312 -2.564 -2.052 0.00 0.01 -0.01
H 2.597 2.122 -3.599 0.01 0.00 0.00
H -3.664 -1.664 5.890 0.00 0.00 0.00
H -2.763 -0.577 -4.816 0.00 0.00 0.00
H -3.358 -3.648 4.429 0.00 0.00 0.00
H -0.694 3.921 -0.574 0.00 0.00 0.02
H -3.182 0.754 -0.761 0.00 0.02 -0.01
H 3.072 -2.030 3.086 0.01 0.01 0.00
H 4.896 1.211 -3.635 0.00 0.00 0.00
H -2.404 -3.400 2.166 0.00 0.00 0.00
H -0.505 -1.422 -4.220 0.00 0.01 0.00
H 5.866 0.279 -1.554 0.00 0.00 0.00
H -1.875 2.624 -0.786 0.01 -0.01 -0.02
H 0.808 3.139 -2.035 0.02 0.01 0.00
H -2.124 3.466 1.491 0.03 0.02 0.04
H -3.035 0.566 5.039 0.00 0.00 -0.01
H 1.937 -1.451 -3.378 0.00 0.00 0.00
H 0.954 -2.904 -3.143 -0.01 0.00 0.01



Values of electronic energy, in order: -13600.137 -33072.938 -47441.859 -51965.573, all in eV.
Values of F_max, in order: 0.0615 0.0890 0.0129 0.0128, all in Eh/bohr.